#1
Entry from the OMol25 dataset: a 2-piece molecular cluster, CH4FOPS overall (ωB97M-V/def2-TZVPD).

Element x y z (Å)
C: 1.145 -1.208 0.011
O: -1.567 0.344 -0.529
F: 0.039 2.216 -0.372
P: -0.556 0.948 0.504
S: -1.618 1.595 2.015
H: 1.889 -0.559 -0.585
H: 1.600 -1.483 0.962
H: 0.539 -1.908 -0.556
H: -1.472 0.054 -1.450

## Properties
spin multiplicity	1
Kohn-Sham gap (alpha / beta)	7.3 / 7.9	eV
M	114.08	g mol⁻¹
charge	0


#2
Entry from the OMol25 dataset: a 2-piece molecular cluster, CH4FOPS overall (ωB97M-V/def2-TZVPD).

Element x y z (Å)
C: -0.976 0.400 0.791
O: 0.446 -0.008 -1.645
F: -0.209 -1.816 -0.245
P: 0.454 -0.348 -0.030
S: 3.245 0.940 0.288
H: -1.570 -0.432 1.028
H: -0.669 0.990 1.641
H: -1.581 1.054 0.243
H: 0.861 -0.779 -2.072

## Properties
spin multiplicity	1
Kohn-Sham gap (alpha / beta)	7.1 / 7.1	eV
M	114.08	g mol⁻¹
charge	0


Most stable to least stable: #1, #2


#1
Entry from the OMol25 dataset: one molecule with the formula C4H9NS2 (ωB97M-V/def2-TZVPD).

Element x y z (Å)
C: -0.106 -1.051 0.921
C: -0.233 0.146 -0.041
C: 0.836 1.220 0.230
N: -1.493 0.915 0.093
C: -0.209 -0.506 -1.419
S: -1.475 -0.738 -2.333
S: 1.354 -1.076 -1.968
H: 0.806 -1.695 0.585
H: 0.142 -0.761 2.008
H: -0.991 -1.713 0.838
H: 0.539 1.634 1.223
H: 0.758 2.011 -0.525
H: 1.857 0.808 0.340
H: -1.554 1.181 1.044
H: -2.322 0.272 -0.060
H: 2.090 -0.647 -0.938

## Properties
spin multiplicity	1
Kohn-Sham gap	8.8	eV
M	135.26	g mol⁻¹
charge	0


#2
Entry from the OMol25 dataset: one molecule with the formula C4H9NS2 (ωB97M-V/def2-TZVPD).

Element x y z (Å)
C: -0.578 -0.531 -1.790
N: -0.477 0.611 -1.104
C: -0.508 0.469 0.393
C: -0.049 1.726 0.948
S: 0.291 2.989 0.051
C: 0.596 -0.383 0.705
S: 0.867 -0.972 2.434
H: 0.432 -0.896 -2.222
H: -1.252 -0.398 -2.762
H: -1.320 -1.378 -1.251
H: 0.541 0.835 -1.235
H: -1.426 0.197 0.684
H: 0.147 1.397 2.086
H: 0.747 -1.288 0.146
H: 1.472 0.196 0.380
H: 0.517 -2.574 2.535

## Properties
spin multiplicity	1
Kohn-Sham gap	8.3	eV
M	135.26	g mol⁻¹
charge	0


Most stable to least stable: #1, #2


#1
Entry from the OMol25 dataset: a 2-piece molecular cluster, ClH2NO2Si overall (ωB97M-V/def2-TZVPD).

Element x y z (Å)
N: -0.351 -1.148 -0.818
O: -1.280 -1.896 -0.604
O: 0.511 -1.188 -1.701
Si: 0.298 0.208 0.294
Cl: -0.391 3.130 1.584
H: -0.278 0.402 1.584
H: 1.491 0.491 -0.340

## Properties
spin multiplicity	1
Kohn-Sham gap (alpha / beta)	6.6 / 5.8	eV
M	111.56	g mol⁻¹
charge	0


#2
Entry from the OMol25 dataset: one molecule with the formula ClH2NO2Si (ωB97M-V/def2-TZVPD).

Element x y z (Å)
O: 1.434 -1.429 -0.425
N: 0.423 -0.963 0.154
O: 0.087 -1.268 1.345
Si: -0.385 0.578 -0.371
Cl: 0.475 1.881 0.828
H: -0.273 0.889 -1.828
H: -1.761 0.311 0.297

## Properties
spin multiplicity	1
Kohn-Sham gap	10.4	eV
M	111.56	g mol⁻¹
charge	0


Most stable to least stable: #2, #1


#1
Entry from the OMol25 dataset: one molecule with the formula C23H24N6O2 (ωB97M-V/def2-TZVPD).

Element x y z (Å)
O: 1.860 1.652 -1.702
N: 2.559 1.998 -0.694
C: 2.312 1.391 0.561
C: 1.166 0.401 0.654
N: 1.480 -0.429 1.787
N: 0.793 -1.596 2.022
N: 1.370 -2.168 3.034
N: 2.407 -1.421 3.508
C: 2.479 -0.326 2.722
C: 3.301 0.817 2.699
C: 3.215 1.659 1.598
O: 3.465 2.851 -0.812
H: 1.192 -0.283 -0.207
H: 4.008 0.951 3.511
H: 3.845 2.551 1.488
C: 1.994 -3.530 -2.227
C: 0.696 -4.013 -2.185
C: -0.407 -3.133 -2.061
C: -1.735 -3.624 -2.078
C: -2.811 -2.753 -1.973
C: -2.590 -1.369 -1.830
C: -1.299 -0.836 -1.735
C: -1.148 0.687 -1.705
C: -0.605 1.619 -0.563
C: -1.609 2.710 -0.204
C: -2.390 2.203 1.020
C: -2.573 0.665 1.032
C: -1.219 -0.034 1.173
N: -0.147 0.965 0.761
C: -0.123 1.989 1.958
C: -1.503 2.570 2.211
C: -0.174 -1.719 -1.946
C: 1.151 -1.270 -2.107
C: 2.225 -2.149 -2.160
H: 2.830 -4.226 -2.315
H: 0.492 -5.081 -2.260
H: -1.902 -4.693 -2.189
H: -3.836 -3.115 -2.003
H: -3.449 -0.693 -1.835
H: -0.528 0.969 -2.575
H: -2.148 1.080 -1.942
H: 0.302 2.104 -0.938
H: -1.063 3.637 0.032
H: -2.242 2.958 -1.067
H: -3.362 2.697 1.080
H: -3.181 0.371 1.893
H: -3.090 0.273 0.147
H: -1.021 -0.338 2.200
H: -1.100 -0.940 0.564
H: 0.169 1.370 2.816
H: 0.675 2.708 1.740
H: -1.402 3.660 2.336
H: -1.914 2.185 3.157
H: 1.343 -0.204 -2.210
H: 3.242 -1.754 -2.181

## Properties
spin multiplicity	1
Kohn-Sham gap	7.6	eV
M	416.48	g mol⁻¹
charge	0


#2
Entry from the OMol25 dataset: one molecule with the formula C23H24N6O2 (ωB97M-V/def2-TZVPD).

Element x y z (Å)
O: -0.117 -6.141 0.940
C: -0.390 -5.329 0.082
N: -0.116 -3.994 0.148
C: 0.515 -3.277 1.151
C: 0.964 -3.878 2.328
C: 1.590 -3.133 3.307
C: 1.787 -1.769 3.142
C: 1.351 -1.159 1.986
C: 0.714 -1.891 0.982
C: 0.285 -1.179 -0.200
N: -0.360 -1.711 -1.263
N: -0.565 -0.757 -2.103
N: -0.062 0.328 -1.580
C: -0.130 1.601 -2.223
C: -1.200 2.509 -1.574
O: -2.247 2.702 -2.158
N: -0.925 3.033 -0.370
C: -1.890 3.929 0.239
C: -1.371 5.360 0.138
C: 0.040 5.453 0.652
C: 0.576 6.684 1.012
C: 1.874 6.786 1.472
C: 2.658 5.648 1.579
C: 2.136 4.421 1.220
C: 0.831 4.313 0.753
C: 0.299 2.947 0.389
N: 0.479 0.125 -0.397
C: -1.087 -5.718 -1.205
C: -0.410 -5.251 -2.513
C: -1.650 -4.416 -2.867
C: -2.339 -4.895 -1.580
H: -0.400 -3.423 -0.649
H: 0.813 -4.936 2.458
H: 1.928 -3.622 4.208
H: 2.277 -1.191 3.909
H: 1.493 -0.100 1.831
H: 0.853 2.077 -2.217
H: -0.455 1.419 -3.250
H: -2.840 3.819 -0.285
H: -2.016 3.642 1.288
H: -2.021 6.035 0.698
H: -1.392 5.673 -0.910
H: -0.040 7.568 0.929
H: 2.275 7.749 1.748
H: 3.673 5.719 1.940
H: 2.742 3.530 1.301
H: 1.061 2.388 -0.151
H: 0.095 2.388 1.314
H: -1.263 -6.793 -1.160
H: -0.200 -6.064 -3.204
H: 0.503 -4.675 -2.370
H: -2.150 -4.723 -3.784
H: -1.472 -3.345 -2.907
H: -3.224 -5.506 -1.742
H: -2.591 -4.104 -0.876

## Properties
spin multiplicity	1
Kohn-Sham gap	8.8	eV
M	416.48	g mol⁻¹
charge	0


Most stable to least stable: #2, #1


#1
Entry from the OMol25 dataset: a 2-piece molecular cluster, C12H17N overall (ωB97M-V/def2-TZVPD).

Element x y z (Å)
C: 2.799 -0.635 1.530
C: 1.513 -0.828 0.784
C: 1.541 -1.091 -0.556
N: 0.343 -1.573 -1.027
C: -0.507 -1.703 0.035
C: -1.813 -2.177 0.108
C: -2.421 -2.253 1.347
C: -1.776 -1.821 2.508
C: -0.495 -1.351 2.451
C: 0.228 -1.349 1.237
H: 2.716 -0.468 2.596
H: 3.319 0.310 1.329
H: 3.439 -1.429 1.157
H: 2.351 -1.093 -1.278
H: 0.369 -2.153 -1.848
H: -2.508 -2.435 -0.672
H: -3.419 -2.715 1.474
H: -2.227 -1.786 3.500
H: -0.005 -1.073 3.394
C: -0.355 2.991 -0.437
C: -0.083 1.889 -1.476
C: -0.428 2.443 -2.845
H: -1.161 3.639 -0.805
H: 0.512 3.660 -0.445
H: -0.663 2.559 0.501
H: 0.956 1.594 -1.323
H: -0.713 0.974 -1.367
H: -1.455 2.366 -3.164
H: -0.170 3.492 -2.989
H: 0.112 2.016 -3.718

## Properties
spin multiplicity	1
Kohn-Sham gap	8.7	eV
M	175.28	g mol⁻¹
charge	0


#2
Entry from the OMol25 dataset: a 2-piece molecular cluster, C12H17N overall (ωB97M-V/def2-TZVPD).

Element x y z (Å)
C: -3.081 0.278 1.120
C: -1.690 0.669 1.560
C: -1.351 1.990 1.735
N: 0.023 2.028 1.989
C: 0.516 0.775 2.089
C: 1.791 0.256 2.342
C: 1.964 -1.110 2.270
C: 1.039 -1.986 1.672
C: -0.224 -1.495 1.542
C: -0.522 -0.127 1.617
H: -3.561 -0.588 1.561
H: -2.913 -0.005 0.082
H: -3.736 1.143 1.196
H: -2.018 2.813 1.531
H: 0.530 2.879 2.124
H: 2.581 0.921 2.682
H: 2.938 -1.432 2.608
H: 1.362 -2.996 1.472
H: -1.043 -2.197 1.375
C: 1.970 -0.432 -2.532
C: 0.770 0.337 -3.183
C: -0.635 -0.246 -3.183
H: 2.287 -1.173 -3.261
H: 2.845 0.112 -2.223
H: 1.510 -1.012 -1.733
H: 0.964 0.361 -4.266
H: 0.820 1.280 -2.619
H: -1.171 0.036 -4.094
H: -1.207 0.251 -2.372
H: -0.758 -1.329 -3.103

## Properties
spin multiplicity	1
Kohn-Sham gap	8.6	eV
M	175.28	g mol⁻¹
charge	0


Most stable to least stable: #1, #2


#1
Entry from the OMol25 dataset: a 2-piece molecular cluster, CH5OS overall (ωB97M-V/def2-TZVPD).

Element x y z (Å)
O: -1.536 1.268 2.177
H: -1.320 0.627 1.476
C: 0.769 -0.856 -1.205
S: 0.025 0.781 -0.658
H: 1.691 -0.604 -1.712
H: 0.975 -1.534 -0.380
H: 0.022 -1.327 -1.846
H: -0.626 1.646 2.147

## Properties
spin multiplicity	1
Kohn-Sham gap	6.9	eV
M	65.12	g mol⁻¹
charge	-1


#2
Entry from the OMol25 dataset: a 2-piece molecular cluster, CH5OS overall (ωB97M-V/def2-TZVPD).

Element x y z (Å)
C: -1.235 0.291 -0.052
S: -0.913 -1.611 0.962
H: -0.947 -0.129 -1.080
H: -2.157 0.598 0.308
H: -0.368 0.809 0.263
H: 1.259 -0.372 -0.100
H: 2.496 0.164 0.172
O: 1.864 0.250 -0.473

## Properties
spin multiplicity	1
Kohn-Sham gap	6.6	eV
M	65.12	g mol⁻¹
charge	-1


#3
Entry from the OMol25 dataset: a 2-piece molecular cluster, CH5OS overall (ωB97M-V/def2-TZVPD).

Element x y z (Å)
S: -1.503 0.896 2.023
H: -1.075 2.092 2.378
C: 0.422 -0.859 -0.773
O: 0.804 0.475 -1.102
H: -0.300 -1.192 -1.522
H: 1.334 -1.454 -0.759
H: -0.070 -0.985 0.193
H: 0.389 1.027 -0.437

## Properties
spin multiplicity	1
Kohn-Sham gap	6.9	eV
M	65.12	g mol⁻¹
charge	-1


Most stable to least stable: #1, #3, #2


#1
Entry from the OMol25 dataset: an isolated ion of composition C2H10NSi and charge +1 (ωB97M-V/def2-TZVPD).

Element x y z (Å)
C: -0.892 -0.895 0.668
C: -0.204 -0.108 -0.492
N: -0.785 1.296 -0.539
Si: 1.737 -0.365 0.163
H: -0.926 -0.376 1.554
H: -1.833 -1.148 0.392
H: -0.343 -1.774 0.685
H: -0.338 -0.620 -1.412
H: -0.599 1.766 0.294
H: -1.816 1.309 -0.647
H: -0.437 1.855 -1.341
H: 2.179 0.743 0.906
H: 2.378 -0.187 -1.161
H: 1.879 -1.495 0.931

## Properties
spin multiplicity	1
Kohn-Sham gap	11.2	eV
M	76.19	g mol⁻¹
charge	+1


#2
Entry from the OMol25 dataset: an isolated ion of composition C2H10NSi and charge +1 (ωB97M-V/def2-TZVPD).

Element x y z (Å)
C: 0.824 -0.742 -1.172
C: -0.304 -0.086 -0.295
N: -0.689 -0.964 0.778
Si: 0.086 1.701 0.476
H: 1.856 -0.755 -0.778
H: 0.490 -1.737 -1.498
H: 0.760 -0.185 -2.137
H: -1.199 0.108 -0.866
H: -1.727 -1.078 0.743
H: -0.488 -0.609 1.774
H: -0.142 -1.844 0.767
H: -1.187 2.368 0.890
H: 0.794 2.454 -0.417
H: 0.925 1.369 1.736

## Properties
spin multiplicity	1
Kohn-Sham gap	11.8	eV
M	76.19	g mol⁻¹
charge	+1


Most stable to least stable: #2, #1


#1
Entry from the OMol25 dataset: a 3-piece molecular cluster, C2H7OS2 overall (ωB97M-V/def2-TZVPD).

Element x y z (Å)
C: 3.519 -1.986 -1.365
O: 4.499 -2.111 -2.068
H: 2.554 -2.451 -1.613
H: -4.484 4.167 2.128
H: 3.610 -1.422 -0.436
C: -1.515 0.091 0.421
S: -0.053 0.210 -0.658
S: 1.481 -0.513 0.481
H: -2.355 0.189 -0.279
H: -1.586 -0.953 0.713
H: -1.568 0.930 1.102
H: -4.103 3.850 1.574

## Properties
spin multiplicity	1
Kohn-Sham gap	6.0	eV
M	111.21	g mol⁻¹
charge	-1


#2
Entry from the OMol25 dataset: a 3-piece molecular cluster, C2H7OS2 overall (ωB97M-V/def2-TZVPD).

Element x y z (Å)
C: -1.512 1.410 -1.531
O: -2.358 2.176 -2.079
H: -1.847 0.525 -0.986
H: 1.999 -1.388 -7.055
H: -0.801 2.090 -1.057
C: 1.066 -2.446 1.524
S: 0.480 -1.033 0.339
S: 0.567 0.816 1.412
H: 0.926 -2.290 2.562
H: 1.960 -2.713 0.971
H: 0.409 -3.269 1.059
H: 2.123 -0.686 -6.836

## Properties
spin multiplicity	1
Kohn-Sham gap	6.0	eV
M	111.21	g mol⁻¹
charge	-1


Most stable to least stable: #1, #2